{"formula": "C30H52P2Ru", "method": "the ωB97M-V functional and the def2-TZVPD basis", "elements": ["Ru", "C", "C", "C", "C", "C", "C", "H", "H", "H", "C", "H", "H", "H", "C", "H", "H", "H", "C", "H", "H", "H", "C", "H", "H", "H", "C", "C", "C", "C", "C", "C", "C", "C", "H", "H", "H", "H", "H", "H", "H", "H", "H", "H", "H", "H", "P", "P", "C", "C", "H", "H", "H", "H", "C", "H", "H", "H", "C", "H", "H", "H", "C", "H", "H", "H", "C", "H", "H", "H", "C", "C", "C", "C", "C", "C", "H", "H", "H", "H", "H", "H", "H", "H", "H"], "coordinates": [[0.2399, -0.6735, 1.1775], [-0.3888, -2.6226, 2.2003], [1.0042, -2.8253, 1.8631], [0.8990, -1.1416, 3.4744], [-0.4499, -1.5886, 3.2118], [1.7922, -1.9372, 2.6796], [-1.5459, -3.4425, 1.7628], [-1.3074, -3.9689, 0.8340], [-2.4245, -2.8025, 1.6116], [-1.8296, -4.2049, 2.5048], [-1.6550, -1.1495, 3.9541], [-2.5649, -1.5863, 3.5221], [-1.7453, -0.0556, 3.9150], [-1.5999, -1.4531, 5.0121], [1.2626, -0.1124, 4.4718], [1.1406, -0.4991, 5.4926], [0.6150, 0.7647, 4.3673], [2.3014, 0.2136, 4.3564], [3.2708, -1.8480, 2.6994], [3.7059, -2.4391, 3.5214], [3.6083, -0.8109, 2.8451], [3.6989, -2.2389, 1.7681], [1.5371, -3.8349, 0.9265], [1.9234, -4.7370, 1.4162], [2.3647, -3.4127, 0.3543], [0.7596, -4.1628, 0.2416], [-1.7019, 0.2348, -5.1270], [-1.5811, -1.0951, -5.2084], [-0.7218, -1.8289, -6.1773], [0.6274, -1.1562, -6.5160], [1.3541, -0.6353, -5.3006], [1.2358, 0.5882, -4.7710], [0.3762, 1.6862, -5.2663], [-0.9462, 1.2436, -5.9432], [-1.2732, -1.9703, -7.1188], [0.5086, -0.3864, -7.3009], [-0.4970, -2.8387, -5.8004], [-0.7741, 0.9039, -6.9789], [-2.4985, 0.6819, -4.5140], [-2.3078, -1.7243, -4.6913], [-1.5882, 2.1406, -6.0376], [0.0960, 2.3658, -4.4461], [1.9417, 0.8829, -3.9943], [0.9433, 2.2821, -5.9934], [1.2737, -1.9369, -6.9640], [2.1222, -1.3315, -4.9274], [-0.9178, -0.4452, -0.7715], [1.8043, 0.8170, 0.3671], [-0.0221, 0.8190, -1.8052], [0.9363, 1.7241, -1.0198], [-0.8069, 1.3978, -2.3159], [0.5220, 0.2440, -2.5714], [1.6989, 2.1648, -1.6803], [0.3858, 2.5476, -0.5360], [2.5284, 2.0241, 1.5043], [3.1876, 1.5075, 2.2173], [1.7090, 2.4938, 2.0673], [3.1103, 2.8027, 0.9809], [3.1453, -0.1391, -0.4071], [3.6459, 0.4331, -1.2070], [2.7151, -1.0620, -0.8227], [3.8764, -0.4133, 0.3650], [-2.5955, 0.0853, -0.4120], [-3.0611, -0.6938, 0.2107], [-3.1579, 0.2282, -1.3489], [-2.5367, 1.0126, 0.1715], [-0.8374, -2.0633, -1.5707], [0.1758, -2.4710, -1.4340], [-1.0815, -1.9865, -2.6413], [-1.5440, -2.7236, -1.0507], [-1.0359, 2.7230, 5.0794], [-1.5008, 2.9098, 3.6269], [-3.0310, 2.7969, 3.6042], [-1.1084, 4.3288, 3.1997], [-0.8961, 1.9053, 2.7035], [-0.4483, 1.0458, 1.9387], [-1.5035, 3.4766, 5.7219], [0.0473, 2.8417, 5.1856], [-1.3102, 1.7435, 5.4854], [-3.4914, 3.5408, 4.2622], [-3.4173, 2.9657, 2.5940], [-3.3618, 1.8075, 3.9366], [-0.0247, 4.4559, 3.2511], [-1.4414, 4.5204, 2.1758], [-1.5583, 5.0972, 3.8387]], "forces_ev_per_angstrom": [[-0.7367, -0.7573, 1.5206], [0.4869, 0.6605, 0.7024], [-0.2825, 0.9815, 1.2354], [-0.5443, -0.7721, -1.1645], [1.0007, -1.1194, 0.0883], [-0.8475, -0.2237, 0.0596], [-0.3785, -0.2972, -0.1109], [-0.2184, 0.0550, 0.0975], [0.1045, -0.2497, -0.1078], [0.1682, 0.2086, -0.1357], [-0.3949, 0.1429, 0.1413], [0.1844, 0.1360, 0.1593], [-0.0365, -0.2954, 0.0958], [-0.0097, 0.0614, -0.3048], [0.1586, 0.3237, 0.3029], [0.0383, 0.0403, -0.1718], [0.1349, -0.2077, 0.0497], [-0.1494, -0.0615, 0.0641], [0.5410, -0.0317, 0.0408], [-0.1513, 0.1467, -0.1994], [-0.0161, -0.2862, -0.1137], [0.0067, 0.1453, 0.2055], [0.2195, -0.2391, -0.4069], [-0.1015, 0.2219, 0.1586], [0.0134, -0.1081, -0.1363], [0.0302, -0.0518, -0.1731], [-1.0845, 9.4889, 0.4685], [1.0183, -9.2896, -0.0725], [0.1703, 0.1809, 0.1215], [0.2730, -0.3473, -0.4683], [0.4182, 0.1379, -0.0927], [0.8734, -0.7492, -0.2227], [-0.6838, 0.5086, -0.4491], [-0.8363, 0.2525, -0.0469], [-0.0100, -0.1446, -0.1829], [0.1619, -0.4033, 0.5161], [-0.3098, 0.2089, -0.0433], [-0.0342, 0.0880, 0.4740], [0.3157, -0.3637, -0.2524], [0.0376, 0.1544, -0.2262], [0.3742, -0.2988, 0.0362], [0.2313, -0.1919, -0.1558], [-0.0571, -0.1864, 0.0283], [0.0281, 0.1048, 0.1447], [-0.3453, 0.3919, 0.1134], [-0.3960, 0.4766, 0.1657], [1.3905, 0.4308, 0.7903], [0.5857, -0.0026, -0.7335], [-0.5716, -0.4740, -0.1455], [0.2862, 0.1574, 0.5738], [0.4000, -0.0350, -0.0718], [-0.2844, 0.1886, 0.2478], [-0.2892, -0.0530, 0.0731], [0.1847, -0.2519, -0.1318], [0.3616, 0.6214, -0.2062], [-0.1997, 0.0777, -0.2689], [0.2607, -0.1590, -0.2204], [-0.1731, -0.2630, 0.2289], [0.5454, 0.4593, -0.5468], [0.0316, -0.3294, 0.2243], [0.1871, 0.2933, 0.0340], [-0.1865, 0.0729, -0.2536], [-0.4730, -0.1016, -0.5865], [0.0383, 0.2876, -0.2399], [-0.0475, 0.0002, 0.4097], [-0.0170, -0.2301, -0.2093], [-0.3840, 0.0370, -0.5571], [-0.2943, 0.2134, -0.1535], [0.0806, -0.2426, 0.1730], [0.1285, 0.1398, -0.2362], [0.2083, -0.2339, 0.2696], [-0.0720, 0.2992, 0.3073], [-0.2704, -0.2437, -0.2940], [0.1486, 0.1658, -0.4135], [0.0349, -0.1999, -0.3284], [-1.2471, 1.2186, 0.9312], [-0.0033, -0.0496, -0.1860], [-0.0924, -0.0240, -0.0976], [0.0219, 0.0644, -0.1279], [0.2012, -0.0540, -0.0319], [0.0358, -0.0505, 0.0915], [0.0431, 0.0912, -0.0559], [-0.0216, 0.0227, -0.0842], [0.1089, 0.0184, 0.0423], [-0.0213, -0.3032, 0.0313]], "mulliken_spin": [2.1063, -0.0657, 0.2121, -0.0052, 0.1844, 0.2077, 0.0159, -0.0006, -0.0022, 0.0013, -0.0868, 0.0134, -0.0199, 0.0528, -0.2305, 0.1569, -0.0203, 0.0144, 0.0084, 0.0099, -0.0002, 0.0099, 0.0203, 0.0077, -0.0072, -0.0017, 0.7798, 0.8250, 0.1523, -0.0420, -0.0171, 0.1039, 0.0375, 0.1634, 0.0707, 0.0001, 0.0270, 0.0156, -0.0331, -0.1004, 0.0132, -0.0031, 0.0090, -0.0119, 0.0041, -0.0051, -0.0536, 0.1544, 0.0884, -0.0050, -0.0198, -0.0495, 0.0049, -0.0033, 0.0017, -0.0005, 0.0051, 0.0086, 0.0570, 0.0085, -0.0070, 0.0040, 0.0295, 0.0006, -0.0028, -0.0126, 0.0722, 0.0017, 0.0086, 0.0144, 0.0016, 0.0301, 0.0182, 0.0172, 0.1411, -0.0750, 0.0002, -0.0015, -0.0029, 0.0004, -0.0024, -0.0011, -0.0012, -0.0007, 0.0009], "homo_energy_ev": [-7.246, -10.931], "total_charge": 1, "gap_ha": [0.195, 0.246], "total_energy_ha": -1951.400507, "spin_multiplicity": 6}